Record 1
Below is C28H70F4KN2O22S4 as an isolated structure, with properties calculated with ωB97M-V/def2-TZVPD.

Its spin multiplicity is 2. Its net charge is 0. As for the expectation value of S²: 0.75. For the HOMO-LUMO gap (spin up / spin down), the calculation gives 0.264 / 0.095 Eh. The HOMO energy (spin up / spin down) comes out at -8.2 / -8.2 eV.

Last column: Mulliken charge in e.
Geometry (Å):
K1 -1.708 3.936 3.059  0.988
N1 -0.559 2.071 1.416  -0.038
S1 0.674 1.237 1.401  0.477
O1 1.277 0.868 0.131  -0.375
O2 0.892 0.249 2.455  -0.252
F1 1.643 2.480 1.826  -0.435
S2 -1.593 0.868 0.730  0.201
O3 -1.457 -0.533 1.077  -0.124
O4 -1.872 1.124 -0.682  -0.131
F2 -2.962 1.245 1.488  -0.388
N2 -6.526 2.597 -1.964  -0.461
S3 -4.905 2.118 -1.938  1.251
O5 -3.950 3.113 -1.660  -0.639
O6 -4.393 0.944 -2.796  -0.569
F3 -4.961 1.483 -0.491  -0.210
S4 -6.918 1.840 -3.146  1.095
O7 -7.331 0.432 -2.798  -0.578
O8 -6.110 2.080 -4.344  -0.605
F4 -8.335 2.619 -3.481  -0.317
C1 1.901 7.331 -1.534  -0.674
O9 0.949 6.542 -2.189  -0.398
C2 1.390 5.599 -3.249  -0.198
C3 2.699 4.756 -3.056  -0.794
O10 2.564 4.081 -1.743  0.020
C4 3.747 3.603 -1.176  -0.757
H1 2.355 6.851 -0.668  0.191
H2 1.580 8.279 -1.103  0.320
H3 2.677 7.668 -2.222  0.284
H4 1.505 6.092 -4.214  0.383
H5 0.536 4.961 -3.478  -0.107
H6 3.582 5.395 -3.065  0.552
H7 2.965 4.059 -3.850  0.485
H8 4.175 2.905 -1.895  0.323
H9 3.502 3.167 -0.208  0.002
H10 4.267 4.545 -1.004  0.402
C5 -4.308 -1.822 1.392  -0.124
O11 -5.473 -2.335 0.715  -0.469
C6 -5.701 -1.799 -0.585  -0.604
C7 -4.685 -2.041 -1.614  0.195
O12 -4.648 -3.413 -1.811  -0.400
C8 -4.388 -3.873 -3.161  -0.813
H11 -4.107 -0.758 1.262  0.063
H12 -3.378 -2.330 1.137  0.036
H13 -4.326 -2.048 2.458  0.190
H14 -5.945 -0.740 -0.497  0.238
H15 -6.590 -2.199 -1.073  0.332
H16 -3.809 -1.439 -1.373  -0.026
H17 -5.076 -1.579 -2.520  0.480
H18 -3.511 -3.353 -3.546  0.289
H19 -5.239 -3.794 -3.837  0.297
H20 -4.004 -4.892 -3.212  0.309
C9 1.013 1.593 -3.164  -0.884
O13 0.229 2.453 -4.034  -0.043
C10 -1.157 2.373 -3.812  0.106
C11 -2.058 2.568 -5.026  -0.346
O14 -1.649 3.729 -5.809  -0.346
C12 -0.636 3.471 -6.769  -0.560
H21 0.787 1.886 -2.139  0.377
H22 2.051 1.755 -3.452  0.277
H23 0.673 0.560 -3.235  0.618
H24 -1.331 3.248 -3.186  0.276
H25 -1.470 1.508 -3.229  0.233
H26 -3.053 2.654 -4.591  0.028
H27 -2.094 1.685 -5.665  0.442
H28 0.352 3.418 -6.311  0.192
H29 -0.524 4.341 -7.415  0.271
H30 -0.943 2.607 -7.359  0.325
C13 -1.759 0.689 5.173  -0.817
O15 -0.847 1.715 4.845  -0.028
C14 0.220 1.692 5.827  -0.699
C15 1.180 2.724 5.154  0.071
O16 0.638 3.974 4.966  -0.378
C16 1.486 4.903 4.282  -0.714
H31 -2.147 0.802 6.185  0.357
H32 -1.321 -0.290 4.979  0.080
H33 -2.584 0.753 4.464  0.254
H34 0.688 0.709 5.892  0.274
H35 -0.038 1.924 6.861  0.434
H36 1.565 2.301 4.226  -0.253
H37 2.116 2.784 5.710  0.518
H38 2.266 5.235 4.967  0.334
H39 0.922 5.746 3.882  0.286
H40 2.036 4.391 3.493  0.232
C17 6.113 -1.848 1.276  -0.566
O17 5.568 -0.594 1.459  -0.333
C18 5.158 -0.253 2.831  -0.928
C19 3.738 -0.584 3.107  0.587
O18 3.655 -1.971 3.331  -0.407
C20 2.569 -2.454 4.114  -0.443
H41 6.925 -1.630 0.582  0.239
H42 5.321 -2.492 0.892  0.143
H43 6.426 -2.334 2.200  0.320
H44 5.161 0.832 2.932  0.333
H45 5.750 -0.695 3.633  0.399
H46 3.297 -0.475 2.116  -0.257
H47 3.350 0.036 3.916  0.416
H48 2.755 -2.599 5.178  0.328
H49 2.221 -3.386 3.669  0.158
H50 1.810 -1.672 4.120  0.063
C21 2.935 -7.027 -2.954  -0.728
O19 3.126 -5.688 -2.604  -0.334
C22 1.886 -4.993 -2.385  -0.712
C23 2.058 -3.739 -1.485  0.060
O20 2.946 -2.818 -2.117  -0.465
C24 3.212 -1.671 -1.357  -0.253
H51 2.249 -7.044 -3.801  0.300
H52 2.626 -7.522 -2.033  0.281
H53 3.814 -7.591 -3.265  0.257
H54 1.319 -5.770 -1.872  0.400
H55 1.383 -4.722 -3.313  0.278
H56 2.553 -3.953 -0.537  0.225
H57 1.092 -3.268 -1.305  0.195
H58 4.053 -1.032 -1.626  0.441
H59 3.331 -1.829 -0.285  -0.066
H60 2.367 -0.984 -1.314  0.121
C25 -2.452 -3.593 4.440  -0.572
O21 -2.063 -3.851 3.076  -0.431
C26 -0.734 -3.303 2.715  -0.082
C27 -0.311 -3.623 1.281  0.075
O22 -0.484 -5.010 0.903  -0.450
C28 0.513 -5.813 1.526  -0.819
H61 -2.085 -4.261 5.219  0.349
H62 -3.511 -3.684 4.681  0.374
H63 -2.023 -2.658 4.800  -0.020
H64 -0.048 -3.756 3.430  0.764
H65 -0.577 -2.236 2.876  -0.235
H66 0.738 -3.329 1.238  0.177
H67 -0.801 -3.084 0.471  0.111
H68 0.656 -6.805 1.098  0.316
H69 0.190 -5.944 2.559  0.313
H70 1.508 -5.368 1.509  0.237

***

Record 2
Below is C28H70F4LiN2O22S4 as an isolated structure, with properties calculated with ωB97M-V/def2-TZVPD.

Its spin multiplicity is 1. Its net charge is -1. For the HOMO-LUMO gap, the calculation gives 0.297 Eh. The HOMO energy comes out at -6.8 eV.

Last column: Mulliken charge in e.
Geometry (Å):
Li1 -0.211 -1.092 -2.097  1.555
N1 0.442 -0.136 -0.543  -0.306
S1 -0.681 0.247 0.457  -0.331
O1 -1.351 1.479 0.220  -0.081
O2 -0.469 -0.107 1.831  -0.468
F1 -1.666 -0.906 -0.050  0.006
S2 1.792 0.525 0.225  0.645
O3 2.462 -0.411 1.082  -0.373
O4 1.702 1.901 0.655  -0.407
F2 2.761 0.607 -1.049  -0.355
N2 -6.531 0.812 1.802  -0.515
S3 -5.237 1.241 0.716  1.100
O5 -5.585 2.126 -0.365  -0.595
O6 -4.193 0.262 0.632  -0.204
F3 -4.580 2.221 1.786  -0.297
S4 -6.993 -0.230 0.752  1.092
O7 -6.305 -1.502 0.696  -0.558
O8 -7.665 0.185 -0.461  -0.641
F4 -8.293 -0.681 1.604  -0.345
C1 2.054 2.450 -3.379  -0.469
O9 1.597 3.551 -4.134  -0.435
C2 1.004 4.550 -3.288  0.248
C3 0.298 5.588 -4.149  -0.575
O10 1.232 6.138 -5.058  -0.358
C4 0.637 7.132 -5.853  -0.820
H1 2.707 1.815 -3.981  0.353
H2 1.239 1.739 -3.178  -0.134
H3 2.490 2.727 -2.420  0.368
H4 1.797 5.039 -2.719  0.266
H5 0.254 4.122 -2.621  -0.054
H6 -0.112 6.395 -3.533  0.253
H7 -0.568 5.138 -4.645  0.381
H8 1.315 7.425 -6.655  0.302
H9 0.334 8.042 -5.324  0.311
H10 -0.280 6.851 -6.385  0.314
C5 0.566 -3.612 -0.820  -0.507
O11 -0.081 -3.073 -1.965  0.483
C6 -0.926 -4.052 -2.572  -0.851
C7 -2.266 -4.187 -1.801  -0.812
O12 -2.822 -2.915 -1.648  0.196
C8 -4.206 -2.906 -1.219  -0.757
H11 -0.059 -3.911 0.019  0.108
H12 1.289 -2.840 -0.546  -0.264
H13 1.274 -4.399 -1.103  0.377
H14 -0.469 -5.037 -2.704  0.523
H15 -1.088 -3.766 -3.613  0.257
H16 -2.194 -4.752 -0.861  0.414
H17 -2.914 -4.925 -2.299  0.433
H18 -4.849 -3.148 -2.067  0.342
H19 -4.433 -1.949 -0.759  -0.071
H20 -4.267 -3.703 -0.476  0.346
C9 4.640 3.930 4.445  -0.789
O13 3.349 3.441 4.760  -0.435
C10 2.874 2.674 3.654  -0.216
C11 1.495 2.120 4.102  -0.023
O14 1.694 1.285 5.250  -0.483
C12 2.167 -0.025 4.942  -0.434
H21 5.444 3.187 4.435  0.290
H22 5.037 4.617 5.198  0.304
H23 4.613 4.517 3.524  0.294
H24 3.641 1.937 3.413  0.392
H25 2.612 3.352 2.835  0.372
H26 0.877 1.585 3.377  -0.111
H27 0.851 2.907 4.496  0.260
H28 1.520 -0.561 4.239  0.077
H29 1.843 -0.514 5.866  0.278
H30 3.218 -0.155 4.688  0.250
C13 -3.055 6.136 -2.881  -0.925
O15 -2.119 5.447 -2.097  -0.115
C14 -2.686 4.861 -0.917  -0.798
C15 -1.475 4.513 -0.079  0.330
O16 -0.829 5.654 0.441  -0.538
C16 0.374 5.232 1.075  -0.724
H31 -2.477 6.751 -3.579  0.241
H32 -3.516 6.909 -2.255  0.388
H33 -3.737 5.519 -3.471  0.290
H34 -3.217 3.927 -1.115  0.220
H35 -3.318 5.589 -0.404  0.412
H36 -0.848 3.827 -0.651  -0.287
H37 -1.866 3.990 0.804  0.531
H38 0.078 4.724 2.003  0.349
H39 1.105 5.984 1.367  0.487
H40 0.957 4.435 0.602  0.141
C17 1.751 -2.152 -4.263  -0.962
O17 0.686 -1.297 -3.883  0.128
C18 -0.188 -0.988 -4.949  -0.717
C19 -1.240 -0.026 -4.411  -0.717
O18 -1.738 -0.360 -3.113  0.064
C20 -2.661 0.548 -2.590  -0.718
H41 2.312 -1.737 -5.101  0.293
H42 1.383 -3.163 -4.450  0.298
H43 2.470 -2.279 -3.453  0.221
H44 -0.723 -1.837 -5.389  0.367
H45 0.367 -0.553 -5.785  0.446
H46 -2.071 -0.104 -5.119  0.357
H47 -0.855 0.996 -4.368  0.455
H48 -3.359 0.086 -1.892  -0.225
H49 -3.340 0.978 -3.338  0.530
H50 -2.219 1.424 -2.107  0.139
C21 -2.666 -3.253 1.814  -0.181
O19 -2.293 -3.835 3.052  -0.546
C22 -1.092 -3.250 3.592  0.106
C23 -0.806 -3.553 5.054  -0.707
O20 -1.507 -2.619 5.845  -0.233
C24 -1.352 -2.739 7.241  -0.815
H51 -2.943 -2.203 1.930  0.350
H52 -3.641 -3.709 1.629  0.167
H53 -1.921 -3.550 1.075  -0.006
H54 -0.997 -2.208 3.278  0.050
H55 -0.285 -3.721 3.012  0.185
H56 0.247 -3.355 5.278  0.361
H57 -1.107 -4.593 5.211  0.322
H58 -1.850 -1.936 7.777  0.240
H59 -0.284 -2.733 7.489  0.311
H60 -1.722 -3.715 7.571  0.312
C25 4.122 -2.977 0.813  -0.486
O21 4.776 -4.185 0.626  -0.333
C26 5.528 -4.605 1.775  -0.477
C27 5.937 -6.070 1.537  -0.578
O22 4.945 -6.988 1.899  -0.385
C28 3.920 -7.149 0.920  -0.398
H61 3.452 -2.982 1.681  0.311
H62 3.473 -2.724 -0.028  -0.104
H63 4.792 -2.111 0.868  0.407
H64 4.856 -4.656 2.636  0.335
H65 6.388 -3.955 1.944  0.436
H66 6.878 -6.240 2.066  0.399
H67 6.326 -6.118 0.512  0.302
H68 4.393 -7.730 0.120  0.263
H69 3.589 -6.181 0.546  0.046
H70 3.072 -7.751 1.240  0.266

***

no.,molecular weight (g/mol),F_max (eV/A)
1,1030.22,10.9
2,998.06,8.0